1.
ORCA calculation (ωB97M-V with the def2-TZVPD basis set) on a single C10H10FN3O4 molecule.

Lowest unoccupied orbital energy, eV: 0.29
E, Eh: -952.063214
Frontier orbital gap, eV: 10.1
Energy relative to the best compared isomer or geometry (same formula, charge and spin), eV: 0.000
2S+1: 1
Structure (SMILES): CC1=C[C@@H](C#N)N2C[C@@H]1N(O[C@H](F)C(=O)O)C2=O

CARTESIAN COORDINATES (ANGSTROEM)
N (-1.83948, 4.44872, 0.59271)
O (-2.52789, -0.71811, -0.53909)
O (0.01241, -3.35335, -3.21888)
F (0.05722, -4.19601, -0.30635)
C (-1.75124, 3.28416, 0.60406)
O (1.80744, -2.44721, -2.17507)
O (0.01258, -1.97389, 0.06231)
C (-1.45981, -0.10872, -0.50570)
C (0.55610, -2.95110, -2.22914)
C (-0.55159, 1.56158, 1.74195)
C (0.59495, 0.84061, 1.38525)
N (-1.30974, 1.27204, -0.53784)
N (-0.21382, -0.66901, -0.41118)
C (1.69306, 0.61350, 2.36442)
C (0.08829, 1.50833, -0.94046)
C (-1.66694, 1.84972, 0.75005)
C (-0.21319, -3.03511, -0.91669)
C (0.73295, 0.39361, -0.09459)
H (2.16709, -2.52411, -3.08413)
H (-0.64985, 1.98875, 2.74140)
H (2.65685, 0.74995, 1.83896)
H (1.61291, -0.38595, 2.74810)
H (1.61030, 1.33215, 3.18845)
H (0.43539, 2.49312, -0.69377)
H (0.24622, 1.38691, -1.99755)
H (-2.61005, 1.45531, 1.16609)
H (-1.28291, -3.04707, -1.18257)
H (1.79275, 0.23122, -0.35075)



2.
ORCA calculation (ωB97M-V with the def2-TZVPD basis set) on a molecular structure, C10H10I2O.

Lowest unoccupied orbital energy, eV: -0.06
E, Eh: -1057.623156
Frontier orbital gap, eV: 8.6
2S+1: 1

CARTESIAN COORDINATES (ANGSTROEM)
C (1.08142, 1.05487, 0.78243)
C (1.67691, -0.12526, 0.75597)
C (-0.93346, -0.07068, 0.01007)
C (-0.30924, -1.28267, 0.07870)
C (-0.26057, 1.11694, 0.35713)
C (1.03689, -1.26428, 0.38406)
C (-0.80161, -2.68349, -0.12744)
C (0.70469, -3.32275, -0.29910)
C (-0.52996, 3.43619, -0.66473)
C (-1.06653, 2.38843, 0.36324)
O (1.56903, -2.54746, 0.30639)
I (0.76919, -5.28094, 0.62797)
I (1.08600, -3.44447, -2.40911)
H (1.72815, 1.90211, 0.95639)
H (2.77798, -0.08042, 0.91559)
H (-1.92306, -0.01152, -0.36322)
H (-1.09570, -2.95796, 0.89124)
H (-1.58617, -2.93731, -0.89271)
H (0.51169, 3.51284, -0.55459)
H (-0.72029, 4.52926, -0.64805)
H (-0.68374, 3.15970, -1.76733)
H (-1.98281, 1.95175, 0.02475)
H (-1.04880, 2.95713, 1.27236)



3.
ORCA calculation (ωB97M-V with the def2-TZVPD basis set) on 2 unconnected molecules or ions with the total composition C10H10N2.

Lowest unoccupied orbital energy, eV: 0.68
E, Eh: -496.399060
Frontier orbital gap, eV: 9.9
Energy relative to the best compared isomer or geometry (same formula, charge and spin), eV: 5.389
2S+1: 1
Structure (SMILES): c1ccncc1.c1ccncc1

CARTESIAN COORDINATES (ANGSTROEM)
C (-3.24513, 0.58467, -0.07971)
C (-4.43240, 1.38829, -0.01599)
C (-5.65565, 0.76216, -0.13109)
C (-5.62584, -0.66621, 0.11746)
C (-4.40876, -1.39854, 0.00892)
C (4.47340, 1.37585, 0.03975)
C (5.63634, 0.48749, -0.05201)
C (5.55085, -0.86663, -0.08286)
C (4.32163, -1.22684, -0.09071)
C (3.17550, -0.46713, 0.16208)
H (-2.37492, 0.93143, -0.22072)
H (-4.29227, 2.37723, 0.28841)
H (-6.58095, 1.39109, -0.11167)
H (-6.58726, -1.36054, 0.40709)
H (-4.41386, -2.44488, 0.39536)
H (4.53754, 2.46298, -0.07096)
H (6.70118, 0.78504, 0.33972)
H (6.41677, -1.50322, -0.03784)
H (4.11795, -2.45107, -0.29214)
H (2.08525, -0.74131, 0.02506)
N (-3.14972, -0.76710, -0.09308)
N (3.38557, 0.86918, 0.09632)



4.
ORCA calculation (ωB97M-V with the def2-TZVPD basis set) on a single C10H10N2 molecule.

Lowest unoccupied orbital energy, eV: 0.79
E, Eh: -496.432891
Frontier orbital gap, eV: 8.8
Energy relative to the best compared isomer or geometry (same formula, charge and spin), eV: 4.468
2S+1: 1
Structure (SMILES): C=Nc1ccccc1CC=C=N

CARTESIAN COORDINATES (ANGSTROEM)
C (-3.07517, -0.43061, 0.22465)
C (2.87082, -1.08839, 0.20994)
C (2.94494, 0.25864, 0.52559)
C (1.67283, -1.58517, -0.15727)
C (1.94603, 1.17064, 0.30551)
C (0.55676, -0.75000, -0.34586)
C (0.63768, 0.67993, -0.10349)
C (-0.75894, -1.41412, -0.41542)
C (-1.82217, -0.63770, 0.45663)
C (-0.86207, 2.49736, -0.68835)
N (-4.28927, -0.47386, 0.30434)
N (-0.46113, 1.52404, 0.01251)
H (3.80866, -1.74111, 0.23348)
H (3.81094, 0.68144, 0.80847)
H (1.35236, -2.63833, -0.20357)
H (1.99608, 2.16031, 0.49588)
H (-1.12310, -1.55339, -1.45808)
H (-0.74028, -2.42749, 0.13229)
H (-1.34953, -0.38042, 1.44815)
H (-1.74783, 2.97283, -0.28499)
H (-0.38015, 2.84908, -1.61466)
H (-4.98745, 0.32634, 0.11426)



5.
ORCA calculation (ωB97M-V with the def2-TZVPD basis set) on 2 unconnected molecules or ions with the total composition C10H10N2.

Lowest unoccupied orbital energy, eV: 0.57
E, Eh: -496.410529
Frontier orbital gap, eV: 9.7
Energy relative to the best compared isomer or geometry (same formula, charge and spin), eV: 5.077
2S+1: 1
Structure (SMILES): c1ccncc1.c1ccncc1

CARTESIAN COORDINATES (ANGSTROEM)
C (2.01547, 0.64074, 0.07030)
C (3.23390, 1.31656, -0.08061)
C (4.44985, 0.73874, -0.16751)
C (4.32453, -0.66128, -0.01341)
C (3.04923, -1.30321, -0.12911)
C (-2.99975, 1.37866, 0.06269)
C (-4.28028, 0.76379, -0.06744)
C (-4.46318, -0.66037, -0.29660)
C (-3.17329, -1.21935, -0.01680)
C (-1.93466, -0.69994, 0.17523)
H (1.14034, 1.10340, 0.10062)
H (3.08795, 2.54571, -0.33510)
H (5.49962, 1.08225, -0.03905)
H (5.08501, -1.36459, 0.50677)
H (3.17837, -2.48691, -0.36693)
H (-3.06337, 2.45173, 0.24987)
H (-5.20999, 1.51693, -0.09164)
H (-5.40912, -1.33135, -0.25130)
H (-3.38334, -2.36030, 0.02448)
H (-1.14815, -1.41378, 0.54501)
N (1.87346, -0.71358, 0.07568)
N (-1.87260, 0.67612, 0.04487)



6.
ORCA calculation (ωB97M-V with the def2-TZVPD basis set) on 2 unconnected molecules or ions with the total composition C10H10N2O.

Lowest unoccupied orbital energy, eV: 0.03
E, Eh: -571.699711
Frontier orbital gap, eV: 8.8
Energy relative to the best compared isomer or geometry (same formula, charge and spin), eV: 3.426
2S+1: 1
Structure (SMILES): [H]/N=C/C=C\O.N#Cc1ccccc1

CARTESIAN COORDINATES (ANGSTROEM)
C (-1.24680, -0.40679, 3.11617)
C (-1.82089, 0.08969, 1.91784)
C (0.15051, -0.71937, 3.13695)
C (-0.96100, 0.66382, 0.95526)
C (0.93131, -0.38435, 2.03983)
C (0.44083, 0.47246, 0.99796)
C (-0.31339, 0.79883, -2.39170)
C (1.03964, -1.20964, -2.33050)
C (1.25198, 0.92262, -0.02329)
C (-0.15139, -0.60596, -2.32691)
N (-1.45408, 1.21854, -2.07113)
N (2.01890, 1.26734, -0.79056)
O (2.25360, -0.77552, -2.63090)
H (-1.68860, -0.82213, 4.04739)
H (-2.95279, 0.13917, 1.87708)
H (0.74696, -1.19705, 3.83883)
H (-1.60966, 1.05164, 0.24359)
H (1.89416, -0.69698, 1.99619)
H (0.57120, 1.37884, -2.66167)
H (1.24947, -2.30566, -2.14399)
H (-0.95692, -1.31218, -2.10630)
H (-1.53182, 2.24483, -1.92526)
H (2.13878, 0.18785, -2.76488)



7.
ORCA calculation (ωB97M-V with the def2-TZVPD basis set) on 2 unconnected molecules or ions with the total composition C10H10N2O2.

Lowest unoccupied orbital energy, eV: 0.54
E, Eh: -647.011936
Frontier orbital gap, eV: 9.8
Energy relative to the best compared isomer or geometry (same formula, charge and spin), eV: 2.450
2S+1: 1
Structure (SMILES): O=c1cc[nH]c(=O)[nH]1.c1ccccc1

CARTESIAN COORDINATES (ANGSTROEM)
C (0.72709, -0.32682, 3.65187)
C (1.70382, -1.14249, 2.93845)
C (1.77800, -1.05214, 1.60820)
C (0.28231, 0.78521, 1.41039)
C (-1.93186, 1.10841, -2.72418)
C (-0.62470, 1.51314, -2.38320)
C (0.37066, 0.57172, -1.92060)
C (0.06409, -0.75853, -1.64135)
C (-1.27077, -1.06416, -1.85765)
C (-2.24896, -0.18997, -2.38795)
H (-0.43129, 1.41110, 3.16253)
H (2.15999, -1.92058, 3.51322)
H (2.19349, -1.89673, 0.90410)
H (1.18974, -0.03833, -0.25642)
H (-2.56345, 1.99873, -3.02694)
H (-0.28363, 2.61954, -2.39355)
H (1.46474, 0.76156, -1.96284)
H (0.76862, -1.41932, -1.19400)
H (-1.61339, -2.11546, -1.78656)
H (-3.25630, -0.66784, -2.85386)
N (0.02925, 0.64925, 2.75715)
N (1.17179, -0.05353, 0.82830)
O (0.46975, -0.51810, 4.78786)
O (-0.14898, 1.74533, 0.82701)



8.
ORCA calculation (ωB97M-V with the def2-TZVPD basis set) on 2 unconnected molecules or ions with the total composition C10H10N2O2.

Lowest unoccupied orbital energy, eV: -0.16
E, Eh: -646.919417
Frontier orbital gap, eV: 8.6
Energy relative to the best compared isomer or geometry (same formula, charge and spin), eV: 4.968
2S+1: 1
Structure (SMILES): O=c1cc[nH]c(=O)[nH]1.c1ccccc1

CARTESIAN COORDINATES (ANGSTROEM)
C (1.10309, -0.71470, 1.16758)
C (1.42633, -1.38486, 0.02717)
C (2.31483, -1.11373, -0.96058)
C (3.04881, 0.66743, 0.43170)
C (-1.62358, 1.48873, -0.58817)
C (-2.91060, 1.39166, 0.10159)
C (-3.35158, 0.23988, 0.64048)
C (-2.59131, -1.04258, 0.35152)
C (-1.35075, -0.86008, -0.30728)
C (-0.80516, 0.40043, -0.62384)
H (1.60835, 1.02386, 2.03521)
H (0.66741, -1.96120, -0.57888)
H (2.18202, -1.62556, -1.92916)
H (3.80327, 0.51363, -1.48226)
H (-1.39814, 2.46084, -1.00232)
H (-3.58743, 2.27158, -0.24433)
H (-4.32958, 0.31633, 1.01412)
H (-2.96690, -2.15087, 0.35117)
H (-0.68491, -1.57416, -0.64444)
H (0.29049, 0.57499, -0.92369)
N (2.15987, 0.21565, 1.38949)
N (3.28981, -0.17302, -0.63841)
O (0.05521, -0.70548, 1.82800)
O (3.65048, 1.74124, 0.58535)



HOMO for every record listed, in sequence, given in eV: -9.79; -8.68; -9.18; -7.96; -9.11; -8.73; -9.25; -8.77.